Entry 1:
A structure of composition C23H15N3O3ReS5 at a distorted geometry, computed with ωB97M-V with the def2-TZVPD basis set.

```
50
C23H15N3O3ReS5 (ωB97M-V with the def2-TZVPD basis set)
Re 1.12 -0.01 -0.09
S 1.45 2.19 -5.74
S 2.74 1.68 -3.20
S -0.70 0.14 -5.37
S 0.83 -0.47 -2.40
S 3.83 3.80 -4.98
O -2.52 -4.41 4.75
O 2.80 0.20 -0.10
O -1.17 -5.66 3.61
N 0.04 -1.84 0.26
N -1.60 -4.59 3.99
N 1.06 -0.06 2.05
C 1.58 0.83 2.88
C -1.17 -3.84 -0.22
C 0.73 0.95 -4.75
C -0.79 -3.21 2.06
C -1.93 2.81 -0.31
C -0.12 -2.08 1.60
C 0.43 -1.14 2.54
C -1.33 -4.10 1.11
C 0.29 -1.36 3.91
C 0.03 1.37 -0.16
C 1.33 0.72 -3.57
C -0.53 2.67 -0.24
C -0.40 -2.52 4.38
C 0.02 -1.47 -5.77
C 0.85 -0.40 4.78
C 2.74 2.64 -4.66
C -0.29 5.06 -0.36
C -0.90 -3.39 3.49
C 1.50 0.69 4.26
C -0.47 -2.69 -0.61
C -2.49 4.06 -0.40
C -1.67 5.18 -0.42
C 0.29 3.81 -0.28
H 2.09 1.67 2.41
H -2.12 6.17 -0.50
H 0.25 -2.03 -4.86
H -0.31 -2.44 -1.66
H -2.55 1.92 -0.29
H -0.52 -2.70 5.44
H -3.57 4.18 -0.45
H 1.94 1.44 4.90
H 0.76 -0.54 5.85
H 0.34 5.95 -0.39
H 0.91 -1.35 -6.37
H -1.87 -4.99 1.43
H -1.57 -4.50 -0.97
H -0.73 -2.01 -6.34
H 1.36 3.69 -0.24
```

Its LUMO energy is -0.1732 Eh. As for the total charge: +1. The value obtained for the HOMO-LUMO gap is 5.1943 eV. The maximum force is 0.0415 Eh/bohr. The energy above the lowest of the compared OMol25 structures with the same formula, charge and spin is 0.00 kcal/mol.

---

Entry 2:
A structure of composition C23H16Cl5IN4O5SSm, computed with ωB97M-V with the def2-TZVPD basis set.

```
56
C23H16Cl5IN4O5SSm (ωB97M-V with the def2-TZVPD basis set)
Sm 0.37 0.60 0.29
I -1.71 2.82 -1.30
Cl 4.04 4.87 5.20
Cl 5.90 2.49 4.40
Cl 1.09 4.93 4.16
Cl 0.02 2.59 2.36
Cl 4.80 0.19 2.58
S 0.51 -4.53 0.29
O 2.00 0.55 1.83
O 1.40 2.39 -0.54
O 3.03 3.51 -1.58
O -2.21 -4.04 -1.66
O -1.58 0.21 1.29
N -3.07 -2.70 2.73
N -1.41 -0.26 -1.39
N 1.95 0.14 -1.86
N 0.78 -1.74 0.16
C -3.34 -3.42 1.62
C 1.66 2.60 2.94
C 3.44 3.60 4.20
C 2.13 3.63 3.73
C 3.04 1.12 -1.71
C -2.17 -0.96 1.33
C 0.68 -2.90 0.23
C -0.92 -0.63 -3.77
C -0.85 2.13 -4.12
C -2.50 -1.52 2.60
C -3.35 -3.86 -0.84
C 2.46 1.50 2.57
C 4.26 2.53 3.84
C -1.21 0.21 -2.70
C -2.15 -0.75 3.83
C -0.54 1.28 -5.18
C -2.50 -1.70 0.18
C -1.19 1.60 -2.89
C 2.47 2.48 -1.27
C 3.79 1.51 3.04
C -2.25 -1.20 -1.15
C -0.59 -0.09 -5.00
C -3.09 -2.97 0.34
H -2.62 0.23 3.82
H -3.76 -4.40 1.78
H -4.12 -3.44 -1.50
H -0.26 1.70 -6.13
H -0.92 -1.70 -3.60
H -2.81 -1.66 -1.98
H 2.29 -0.82 -1.80
H -0.34 -0.75 -5.82
H 3.70 0.77 -0.91
H -0.81 3.20 -4.25
H 1.50 0.25 -2.77
H -2.47 -1.31 4.70
H -3.74 -4.83 -0.48
H -1.07 -0.57 3.88
H -1.43 -4.18 -1.09
H 3.64 1.28 -2.61
```

Its LUMO energy (spin up / spin down) is 0.0736 / 0.0736 Eh. As for the total charge: -1. The multiplicity is 6. The value obtained for the HOMO-LUMO gap (spin up / spin down) is 7.6647 / 7.6740 eV. The maximum force is 0.0174 Eh/bohr. The energy above the lowest of the compared OMol25 structures with the same formula, charge and spin is 1.04 kcal/mol. Its expectation value of S² is 8.757.

---

Calculated E_tot in order - -3344.34971 -5136.43089 hartree